ORCA calculation (the ωB97M-V functional and the def2-TZVPD basis) on a structure of composition C53H51BrCsN7O5S at a distorted geometry.

Values from the calculation:
HOMO-LUMO gap   0.229 Eh
HOMO level   -0.0947 Ha
Charge   -2
Energy   -5802.17384 Eh
Energy above the lowest of the compared OMol25 structures with the same formula, charge and spin   0.751 eV
Multiplicity   1
LUMO   0.135 Eh

Each line ends with the Löwdin charge.
Geometry (Å):
Cs: -1.234 0.749 0.094  1.1074
O: -0.081 -4.936 1.737  -0.1101
C: -0.270 -4.971 3.010  -0.3837
C: 0.077 -6.126 3.780  -0.0510
C: -0.103 -6.191 5.151  -0.1462
C: -0.632 -5.108 5.856  -0.1516
C: -0.955 -3.959 5.138  -0.0833
C: -0.780 -3.855 3.760  -0.0961
C: -1.171 -2.546 3.069  -0.3300
O: -0.872 -2.521 1.706  -0.0512
N: -0.522 -1.426 3.771  0.0065
N: -1.073 -0.233 3.751  0.0366
C: -0.520 0.747 4.378  -0.2174
C: -1.071 2.097 4.357  -0.6366
Br: -2.221 2.507 2.904  0.7367
C: -0.766 3.092 5.195  -0.1335
C: 0.027 2.972 6.441  -0.2155
C: 0.817 4.049 6.858  -0.0476
C: 1.547 3.996 8.038  -0.1020
C: 1.502 2.862 8.839  -0.1130
C: 0.711 1.787 8.448  -0.0914
C: -0.022 1.842 7.269  -0.0462
H: -0.488 -3.409 1.500  0.0202
H: 0.479 -6.974 3.233  0.0877
H: 0.172 -7.096 5.683  0.0817
H: -0.784 -5.155 6.929  0.0739
H: -1.369 -3.105 5.666  0.1015
H: -2.236 -2.349 3.208  0.1456
H: 0.390 -1.570 4.177  0.1439
H: 0.410 0.610 4.924  0.1194
H: -1.114 4.088 4.946  0.0909
H: 0.862 4.936 6.232  0.1108
H: 2.158 4.843 8.330  0.0944
H: 2.072 2.817 9.761  0.0915
H: 0.657 0.899 9.071  0.0987
H: -0.656 1.008 6.988  0.1111
C: -4.891 4.725 -3.106  -0.0935
C: -3.446 4.776 -2.597  -0.2039
C: -2.481 4.036 -3.487  -0.1811
C: -1.788 4.707 -4.489  -0.0636
C: -0.887 4.039 -5.309  -0.0993
C: -0.676 2.681 -5.116  -0.0499
C: -1.348 1.975 -4.122  -0.1486
C: -1.056 0.502 -3.911  -0.1870
C: -1.519 -0.375 -5.078  -0.0866
C: -2.271 2.655 -3.308  -0.1862
N: -2.875 1.998 -2.226  0.0135
C: -4.006 1.405 -2.297  -0.1487
C: -4.647 0.740 -1.202  -0.4057
C: -5.891 0.072 -1.254  -0.1210
C: -6.092 -0.465 0.019  -0.1389
C: -4.954 -0.081 0.769  -0.2241
N: -4.087 0.640 0.049  -0.1024
H: -5.555 5.324 -2.474  0.0640
H: -5.264 3.698 -3.103  0.0575
H: -4.952 5.105 -4.130  0.0681
H: -3.407 4.345 -1.596  0.1075
H: -3.128 5.819 -2.524  0.1009
H: -1.943 5.779 -4.609  0.1023
H: -0.334 4.576 -6.071  0.0896
H: 0.054 2.160 -5.727  0.0983
H: -1.550 0.154 -3.005  0.0640
H: 0.016 0.369 -3.756  0.0941
H: -2.600 -0.283 -5.230  0.0718
H: -1.294 -1.429 -4.881  0.0664
H: -1.022 -0.086 -6.010  0.0625
H: -4.553 1.363 -3.249  0.1288
H: -6.544 -0.001 -2.118  0.0808
H: -6.930 -1.058 0.363  0.0633
H: -4.749 -0.310 1.813  0.0853
O: 1.956 -0.229 -2.155  -0.0670
C: 2.666 0.945 -1.829  -0.3151
C: 1.969 1.631 -0.582  -0.6032
O: 2.274 2.809 -0.314  -0.0195
O: 1.174 0.864 0.040  -0.4516
C: 2.722 1.800 -3.105  -0.1027
C: 2.872 3.188 -3.103  -0.0125
C: 2.981 3.891 -4.302  -0.0899
C: 2.965 3.227 -5.522  -0.1253
C: 2.824 1.843 -5.533  -0.1111
C: 2.698 1.141 -4.338  -0.0327
C: 4.122 0.605 -1.413  -0.1006
C: 4.603 -0.692 -1.563  -0.0180
C: 5.913 -1.014 -1.216  -0.0935
C: 6.766 -0.041 -0.713  -0.1226
C: 6.294 1.260 -0.563  -0.0967
C: 4.987 1.581 -0.909  -0.0189
H: 1.578 -0.535 -1.296  0.0607
H: 2.866 3.713 -2.156  0.0994
H: 3.078 4.973 -4.276  0.0938
H: 3.040 3.781 -6.452  0.0883
H: 2.804 1.305 -6.476  0.0935
H: 2.586 0.063 -4.350  0.1152
H: 3.934 -1.453 -1.942  0.1002
H: 6.262 -2.035 -1.331  0.0927
H: 7.785 -0.291 -0.437  0.0855
H: 6.945 2.028 -0.160  0.0899
H: 4.610 2.587 -0.760  0.1078
N: 2.956 -6.235 0.727  0.1025
C: 2.614 -4.922 0.397  -0.3396
C: 2.217 -4.575 -0.892  -0.0303
C: 1.819 -3.269 -1.137  -0.1644
N: 1.793 -2.320 -0.199  0.0746
C: 2.231 -2.656 1.017  -0.1274
C: 2.665 -3.919 1.356  -0.0334
H: 2.523 -6.915 0.127  0.0789
H: 2.767 -6.447 1.694  0.0760
H: 2.175 -5.323 -1.678  0.1026
H: 1.482 -2.967 -2.129  0.1119
H: 2.200 -1.862 1.761  0.1155
H: 2.957 -4.149 2.375  0.1138
S: -2.431 -4.668 -2.620  0.9523
C: -3.543 -3.422 -3.013  -0.4257
C: -3.249 -2.304 -2.303  -0.2334
N: -2.150 -2.413 -1.465  0.0090
C: -1.628 -3.599 -1.521  -0.4643
H: -4.347 -3.583 -3.718  0.0561
H: -3.815 -1.380 -2.319  0.0869
H: -0.780 -3.938 -0.923  0.0624



ORCA calculation (the ωB97M-V functional and the def2-TZVPD basis) on a structure of composition C53H52BrN2O3P2SSiSn at a distorted geometry.

Values from the calculation:
⟨S²⟩   0.77
HOMO-LUMO gap (alpha / beta)   0.148 / 0.201 Eh
HOMO level (alpha / beta)   -0.0154 / -0.0684 Ha
Charge   -2
Energy   -6544.91340 Eh
Energy above the lowest of the compared OMol25 structures with the same formula, charge and spin   0.379 eV
Multiplicity   2
LUMO (alpha / beta)   0.132 / 0.132 Eh

Each line ends with the Löwdin charge.
Geometry (Å):
Sn: -0.360 -0.513 -0.055  1.2246
C: 1.670 1.569 2.261  -0.3164
P: -0.068 2.038 2.784  0.9756
C: 0.357 3.274 4.100  -0.3673
C: 1.212 2.970 5.162  -0.1033
C: 1.452 3.899 6.160  -0.1008
C: 0.844 5.149 6.122  -0.1265
C: -0.013 5.458 5.077  -0.1204
C: -0.258 4.525 4.079  -0.1267
C: -1.986 0.525 4.138  -0.3487
C: -2.886 1.597 3.932  -0.0861
C: -4.248 1.430 4.080  -0.1305
C: -4.776 0.196 4.444  -0.1475
C: -3.904 -0.859 4.706  -0.1237
C: -2.541 -0.700 4.569  -0.0858
C: 1.930 1.775 0.787  -0.3958
C: 2.891 2.606 0.238  -0.0911
C: 2.726 2.585 -1.164  -0.0984
C: 1.680 1.733 -1.421  -0.4417
C: 0.876 1.514 -2.673  -0.2500
P: -0.806 2.123 -2.115  1.0900
C: -1.898 2.376 -3.587  -0.3261
C: -2.569 1.234 -4.043  -0.0994
C: -3.543 1.311 -5.023  -0.0987
C: -3.885 2.540 -5.574  -0.1228
C: -3.256 3.686 -5.110  -0.1119
C: -2.285 3.608 -4.120  -0.0980
C: -0.222 3.860 -1.839  -0.3657
C: -0.312 4.379 -0.553  -0.0919
C: 0.226 5.621 -0.245  -0.0839
C: 0.840 6.377 -1.231  -0.1067
C: 0.916 5.879 -2.526  -0.1020
C: 0.400 4.630 -2.823  -0.1299
N: 1.185 1.228 -0.239  -0.1031
H: 1.830 0.527 2.554  0.0142
H: 2.362 2.197 2.820  0.0724
H: 1.661 1.985 5.207  0.0589
H: 2.116 3.654 6.982  0.0919
H: 1.030 5.873 6.907  0.0846
H: -0.494 6.430 5.045  0.0871
H: -0.936 4.762 3.265  0.0837
H: -2.486 2.568 3.665  0.0623
H: -4.918 2.264 3.893  0.0849
H: -5.848 0.062 4.532  0.0748
H: -4.307 -1.824 4.993  0.0860
H: -1.867 -1.525 4.755  0.0585
H: 3.615 3.189 0.789  0.0816
H: 3.307 3.135 -1.891  0.0854
H: 0.801 0.457 -2.931  0.0518
H: 1.262 2.084 -3.518  0.0778
H: -2.318 0.289 -3.575  0.0779
H: -4.049 0.413 -5.357  0.0965
H: -4.643 2.611 -6.345  0.0871
H: -3.527 4.652 -5.520  0.0906
H: -1.837 4.523 -3.761  0.0823
H: -0.772 3.779 0.224  0.0704
H: 0.177 5.995 0.770  0.0942
H: 1.275 7.341 -0.993  0.0899
H: 1.395 6.465 -3.303  0.0911
H: 0.493 4.244 -3.832  0.1023
O: -6.877 0.249 -1.927  0.0552
C: -5.631 0.181 -1.379  -0.3137
C: -4.861 1.317 -1.142  -0.0009
C: -3.633 1.158 -0.532  -0.1493
N: -3.124 -0.024 -0.208  -0.0308
C: -3.848 -1.086 -0.479  -0.7351
Br: -3.069 -2.764 -0.104  0.7659
C: -5.115 -1.058 -1.040  -0.0478
H: -7.060 1.165 -2.158  0.1009
H: -5.219 2.300 -1.423  0.1148
H: -3.006 2.011 -0.304  0.0886
H: -5.680 -1.963 -1.202  0.1057
S: 0.556 -0.419 4.554  0.4895
C: -0.569 0.671 3.906  -0.9031
C: -0.588 -1.690 -3.050  -0.2837
O: -1.041 -0.758 -2.122  -0.5911
H: -1.296 -2.531 -3.144  0.0627
H: 0.390 -2.113 -2.785  0.0523
H: -0.497 -1.229 -4.051  0.0669
C: 2.630 -5.582 1.679  -0.1037
C: 2.071 -4.161 1.559  -0.5971
C: 2.843 -3.218 2.487  -0.0914
C: 0.608 -4.196 2.013  -0.0973
Si: 2.098 -3.451 -0.226  0.4234
O: 1.248 -2.136 -0.355  -0.4632
C: 3.868 -3.141 -0.872  -0.1931
C: 3.979 -2.256 -1.947  -0.0804
C: 5.205 -1.939 -2.509  -0.0943
C: 6.368 -2.503 -2.002  -0.1188
C: 6.286 -3.384 -0.934  -0.1117
C: 5.049 -3.698 -0.384  -0.1080
C: 1.460 -4.869 -1.341  -0.1967
C: 2.262 -5.903 -1.824  -0.1009
C: 1.739 -6.916 -2.616  -0.1118
C: 0.392 -6.910 -2.953  -0.1202
C: -0.424 -5.889 -2.488  -0.0959
C: 0.109 -4.887 -1.688  -0.1020
H: 2.598 -5.916 2.724  0.0750
H: 3.668 -5.650 1.345  0.0536
H: 2.043 -6.284 1.083  0.0688
H: 2.846 -3.593 3.517  0.0806
H: 2.370 -2.234 2.491  0.0593
H: 3.877 -3.088 2.158  0.0642
H: 0.530 -4.540 3.050  0.0828
H: 0.014 -4.862 1.380  0.0717
H: 0.167 -3.199 1.955  0.0592
H: 3.074 -1.799 -2.331  0.0958
H: 5.258 -1.242 -3.338  0.0948
H: 7.332 -2.250 -2.429  0.0873
H: 7.190 -3.820 -0.524  0.0891
H: 5.020 -4.388 0.451  0.0768
H: 3.320 -5.917 -1.581  0.0967
H: 2.382 -7.713 -2.974  0.0886
H: -0.016 -7.694 -3.582  0.0865
H: -1.477 -5.869 -2.744  0.0949
H: -0.531 -4.089 -1.329  0.0629